The following is a DFT calculation (wB97M-V/def2-TZVPD) of a molecular structure, C15H20CoN8O2Se.

Results
Molar mass   482.272 u
Kohn-Sham gap (alpha / beta)   7.83 / 7.92 eV
Highest occupied orbital energy (alpha / beta)   -15.3 / -15.3 eV
Total charge   +2
Relative energy (zero: lowest compared OMol25 entry of this formula, charge and spin)   0.090 eV
2S+1   2

Last column: natural (NBO) charge in e.
Geometry (Å):
1 Co 0.1296 -0.2152 -0.2169  1.25
2 C -3.2632 1.1222 2.8974  -0.64
3 C -2.0296 1.3916 2.0864  0.03
4 C -2.1289 1.8662 0.7858  -0.18
5 C -0.9968 2.1726 0.0278  0.01
6 C -1.1178 2.8527 -1.3097  -0.65
7 C 0.2764 1.9878 0.6186  -0.37
8 C 0.4012 1.4736 1.9281  -0.01
9 C 1.7558 1.3575 2.5758  -0.65
10 C -0.7589 1.1682 2.6293  -0.18
11 H -3.6118 0.0955 2.7483  0.22
12 H -4.0766 1.7863 2.6080  0.25
13 H -3.0731 1.2529 3.9618  0.24
14 H -3.1083 2.0611 0.3606  0.23
15 H -0.9479 2.1580 -2.1345  0.22
16 H -0.3901 3.6599 -1.3988  0.24
17 H -2.1108 3.2802 -1.4376  0.25
18 H 1.1334 2.4582 0.1481  0.22
19 H 2.0498 0.3143 2.7196  0.23
20 H 1.7498 1.8221 3.5614  0.27
21 H 2.5280 1.8621 1.9910  0.21
22 H -0.6757 0.8174 3.6536  0.23
23 N 2.0520 0.1788 -0.8087  -0.63
24 N 2.8457 -0.9112 -0.3995  -0.43
25 C 2.2368 -2.1264 -0.3629  0.64
26 N 2.9915 -3.1928 -0.1982  -0.74
27 N 0.9105 -2.0503 -0.5221  -0.56
28 N 0.1775 -3.2596 -0.6718  0.64
29 O -0.6844 -3.2231 -1.5140  -0.33
30 O 0.5245 -4.2437 -0.0382  -0.36
31 H 2.1385 0.3258 -1.8123  0.41
32 H 2.4017 1.0022 -0.3377  0.42
33 H 3.8436 -0.8222 -0.4761  0.42
34 H 3.9984 -3.1256 -0.2177  0.43
35 H 2.5628 -4.0841 -0.0296  0.46
36 Se -2.5364 -0.6074 -3.2417  1.13
37 N -3.7815 -1.5317 -2.4207  -0.55
38 C -3.4149 -1.6623 -1.1604  0.12
39 C -4.0632 -2.3983 -0.1249  -0.09
40 C -3.4415 -2.4550 1.0855  -0.27
41 C -2.1993 -1.7923 1.3157  0.15
42 N -1.5882 -1.0834 0.4023  -0.53
43 C -2.1853 -1.0248 -0.8293  0.26
44 N -1.5374 -0.3942 -1.7768  -0.75
45 H -5.0016 -2.9046 -0.3176  0.27
46 H -3.8722 -3.0130 1.9048  0.26
47 H -1.7287 -1.8571 2.2906  0.23

Forces on the atoms, in the same order (eV/Å):
Co 0.5406 -0.3837 0.4019
C -0.0131 0.0016 0.0292
C 0.1254 -0.0108 0.1174
C 0.0973 0.1166 -0.1389
C 0.0620 0.2230 0.2083
C 0.0235 -0.0321 -0.0321
C -0.6811 -0.3422 -0.0535
C -0.0412 -0.0203 0.0098
C 0.0343 -0.0371 0.0046
C -0.0432 0.0425 0.0317
H 0.0000 0.0417 0.0058
H 0.0111 -0.0173 0.0001
H -0.0039 -0.0104 -0.0179
H 0.0219 0.0004 0.0230
H 0.0103 0.0247 0.0259
H -0.0176 0.0009 0.0075
H 0.0127 -0.0188 -0.0027
H -0.0014 -0.0469 -0.0578
H -0.0059 0.0316 0.0030
H -0.0056 -0.0083 -0.0040
H -0.0224 -0.0231 0.0047
H -0.0028 0.0129 -0.0389
N -0.2315 0.0174 -0.1452
N -0.2596 -0.0471 0.1120
C -0.2379 0.0077 -0.0642
N 0.0852 0.1632 -0.1164
N -0.0738 0.1008 0.4356
N 0.7474 -0.7598 -0.7240
O -0.0052 0.0903 0.6406
O -0.2318 0.8005 -0.0595
H 0.0233 0.0306 -0.1637
H 0.0401 0.1543 0.0960
H 0.2183 -0.0464 -0.0669
H -0.0726 -0.0532 0.0164
H -0.1510 -0.2991 0.0620
Se 0.0164 0.0733 -0.1344
N 0.0356 0.0123 -0.0968
C 0.0945 0.0012 0.2191
C -0.0555 -0.0463 0.0490
C -0.0554 0.0011 -0.0042
C 0.0704 0.0947 0.0723
N 0.0605 0.1742 -0.5434
C -0.1452 -0.1146 0.2785
N -0.0445 0.0940 -0.3690
H 0.0532 0.0244 0.0133
H -0.0061 -0.0033 -0.0078
H 0.0243 -0.0151 -0.0261